1.
This record from the OMol25 dataset describes the molecule C3H4N4O in a non-equilibrium geometry. The level of theory is ωB97M-V with the def2-TZVPD basis set.

Element x y z (Å)
O -2.7590 0.3235 -0.4541
C -1.6890 -0.0299 -0.0119
C -1.4643 -1.4259 0.5109
N -0.4880 -2.2071 0.2436
N 0.5226 -1.8507 -0.5471
C 1.0355 -0.6933 -0.4910
N 0.6642 0.3259 0.3698
N -0.6451 0.8386 -0.0389
H -2.0812 -1.8979 1.2397
H 1.6982 -0.4356 -1.3107
H 1.4032 0.8719 0.7521
H -0.8091 1.4871 -0.8120

## Properties
HOMO energy, eV: -9.863
SMILES: O=C1C=NN=CNN1
Energy relative to the best compared isomer or geometry (same formula, charge and spin), kJ/mol: 346.2
Net charge: 0
E, a.u.: -410.8714

2.
This record from the OMol25 dataset describes the molecule C3H4N4O in a non-equilibrium geometry. The level of theory is ωB97M-V with the def2-TZVPD basis set.

Element x y z (Å)
H 1.3724 3.0612 -0.7183
N 0.8923 2.3130 -0.3044
C 0.8254 1.1070 -0.7963
N 0.9845 0.7360 -2.1215
O 0.6277 -0.0819 -0.0090
N 0.2120 0.1553 1.3236
C -0.8300 -0.6531 1.6111
C -1.4622 -1.6747 0.8356
N -1.8284 -2.5769 0.1429
H 1.0139 -0.4449 -2.2800
H 1.0144 1.4882 -2.6928
H -1.4451 -0.5161 2.5764

## Properties
HOMO energy, eV: -9.560
SMILES: [H]/N=C(\N)O/N=C\C#N
Energy relative to the best compared isomer or geometry (same formula, charge and spin), kJ/mol: 450.7
Net charge: 0
E, a.u.: -410.8316

3.
This record from the OMol25 dataset describes a structure of composition C3H4N4O2 in a non-equilibrium geometry. The level of theory is ωB97M-V with the def2-TZVPD basis set.

Element x y z (Å)
C 1.7492 0.6972 -0.4328
C 1.3202 -0.5425 0.2879
C -2.1464 0.3495 -0.0434
H 3.0062 0.5960 -1.0247
H 1.8875 -0.4045 1.3171
H 1.7579 -1.4770 -0.1233
H -1.4675 0.2465 1.5185
N -0.1665 -0.6281 0.3107
N -0.7301 -1.3347 -0.6718
N -1.7669 -0.6827 -0.9839
N -1.0106 0.5485 0.6636
O 0.8559 1.6941 -0.6546
O -3.2891 0.9376 -0.1632

## Properties
HOMO energy, eV: -9.853
Energy relative to the best compared isomer or geometry (same formula, charge and spin), kJ/mol: 579.5
Net charge: 0
E, a.u.: -486.0064

4.
This record from the OMol25 dataset describes a structure of composition C3H4N4O2 in a non-equilibrium geometry. The level of theory is ωB97M-V with the def2-TZVPD basis set.

Element x y z (Å)
C -1.3806 1.1643 0.5961
C -1.4580 0.4250 -1.2504
C 0.3652 -0.0677 0.1124
N -0.2976 0.6995 1.0210
N -0.3084 -0.1729 -1.1249
N -8.7510 2.6578 -0.7070
N 1.4879 -0.6412 0.3750
O -8.4879 3.6049 -0.2156
O -9.0002 1.7061 -1.1961
H -2.0969 1.8085 1.0631
H 0.0788 -0.7062 -1.9026
H 1.9066 -0.5205 1.2990
H 1.9869 -1.2271 -0.2938

## Properties
HOMO energy, eV: -15.723
Energy relative to the best compared isomer or geometry (same formula, charge and spin), kJ/mol: 243.2
Net charge: +2
E, a.u.: -485.2923

5.
This record from the OMol25 dataset describes a cluster of 2 separate species, C3H4N4O2S in total in a non-equilibrium geometry. The level of theory is ωB97M-V with the def2-TZVPD basis set.

Element x y z (Å)
C -1.0643 0.0620 -0.2882
C 1.7799 0.2462 0.0746
C -2.5255 -0.0775 0.4721
N 1.7847 -0.3275 -1.1733
N 2.4485 -0.6334 0.9243
N 2.2773 -1.4973 -1.0475
N 2.6425 -1.6564 0.2045
O -1.0086 0.7050 -1.3412
O -0.2655 -0.4562 0.4255
S 1.5834 1.9330 0.4079
H -2.4408 -1.0010 1.0377
H -3.4410 -0.2561 -0.0200
H -2.5370 0.8313 1.0841
H 0.7665 2.1280 -0.7604

## Properties
HOMO energy (alpha / beta), eV: -10.767 / -9.842
Energy relative to the best compared isomer or geometry (same formula, charge and spin), kJ/mol: 558.3
Net charge: 0
E, a.u.: -884.1974

6.
This record from the OMol25 dataset describes the molecule C3H4N4O4 in a non-equilibrium geometry. The level of theory is ωB97M-V with the def2-TZVPD basis set.

Element x y z (Å)
C 1.6283 -0.1418 -0.5370
C 0.7638 0.0712 0.7379
C 0.8169 1.3762 1.1509
N 0.7536 2.4908 1.4111
N -0.9539 -0.1860 0.2366
N -1.4534 0.7791 -0.7201
O -2.6161 0.8769 -0.6870
O -0.6777 1.4353 -1.3833
N -1.4235 -1.4764 0.2260
O -0.8675 -2.2153 1.0132
O -2.2478 -1.7641 -0.5922
H 1.6069 0.7615 -1.0388
H 1.1789 -0.8844 -1.0830
H 2.6128 -0.3429 -0.2707
H 0.8787 -0.7801 1.5362

## Properties
HOMO energy, eV: -11.620
SMILES: C[C@@H](C#N)N([N+](=O)[O-])[N+](=O)[O-]
Energy relative to the best compared isomer or geometry (same formula, charge and spin), kJ/mol: 275.2
Net charge: 0
E, a.u.: -636.3825

7.
This record from the OMol25 dataset describes the molecule C3H4N4S in a non-equilibrium geometry. The level of theory is ωB97M-V with the def2-TZVPD basis set.

Element x y z (Å)
H -3.2939 -0.7843 -0.7317
N -2.1322 -1.1231 -0.6900
C -1.6330 0.0843 -0.0709
N -0.2821 0.1966 0.4939
N 0.6997 -0.7448 0.3368
C 1.7941 -0.2313 -0.1896
S 3.3065 -1.0593 -0.1945
C 1.6953 1.2292 -0.3508
N 1.7847 2.3757 -0.3417
H -2.2138 1.2524 0.0430
H -0.2346 0.4977 1.5159
H 0.5094 -1.6932 0.1798

## Properties
HOMO energy, eV: -9.212
SMILES: [H]/N=C/NNC(=S)C#N
Energy relative to the best compared isomer or geometry (same formula, charge and spin), kJ/mol: 388.7
Net charge: 0
E, a.u.: -733.7592

8.
This record from the OMol25 dataset describes a cluster of 2 separate species, C3H4N5O4 in total in a non-equilibrium geometry. The level of theory is ωB97M-V with the def2-TZVPD basis set.

Element x y z (Å)
C 2.0121 -0.8759 0.2818
C 0.7258 0.9834 0.0782
C 0.7857 -0.4099 -0.0619
N 2.6600 0.2503 0.6943
N 1.9098 1.3869 0.5653
N -1.1481 -1.5733 -0.7964
N -0.4847 1.8615 -0.1773
N -2.0029 -0.9121 0.1965
O -1.2816 1.3976 -0.8924
O -1.4032 -0.3856 1.0884
O -0.4793 2.8923 0.3833
O -3.1735 -0.9668 -0.0207
H 2.2611 -1.9055 0.2311
H 2.1180 2.2619 1.0753
H -1.1081 -2.6138 -0.7584
H -1.3910 -1.3911 -1.8871

## Properties
HOMO energy, eV: -15.101
Energy relative to the best compared isomer or geometry (same formula, charge and spin), kJ/mol: 432.5
Net charge: +1
E, a.u.: -690.7613

9.
This record from the OMol25 dataset describes the ion C3H4NO with charge -1 in a non-equilibrium geometry. The level of theory is ωB97M-V with the def2-TZVPD basis set.

Element x y z (Å)
C 0.2435 -0.1210 -0.5744
C 0.8720 -1.2717 -0.3676
C -0.2110 1.0051 0.1189
N -0.1354 0.9292 -1.2992
O -1.2706 1.0732 1.2385
H 1.0507 -1.8619 -1.1741
H 0.8817 -1.7989 0.4936
H -2.0417 0.4613 0.9669
H 0.6107 1.5848 0.5975

## Properties
HOMO energy, eV: -2.377
Energy relative to the best compared isomer or geometry (same formula, charge and spin), kJ/mol: 3.5
Net charge: -1
E, a.u.: -246.6156

10.
This record from the OMol25 dataset describes the ion C3H4NO with charge +1 in a non-equilibrium geometry. The level of theory is ωB97M-V with the def2-TZVPD basis set.

Element x y z (Å)
C 0.5031 0.1130 -0.5311
C -0.3318 0.9760 -0.0698
N -1.4103 1.1977 0.3828
C -2.5003 0.2159 0.0882
O -2.1699 -0.8384 -0.3010
H 1.4074 -0.1598 0.0256
H 0.9055 0.5603 -1.5065
H -0.0791 -0.7430 -0.8767
H -3.5072 0.5810 0.2208

## Properties
HOMO energy, eV: -17.496
SMILES: CC#[N+]C=O
Energy relative to the best compared isomer or geometry (same formula, charge and spin), kJ/mol: 187.3
Net charge: +1
E, a.u.: -246.3208

11.
This record from the OMol25 dataset describes the ion C3H4NO with charge +1 in a non-equilibrium geometry. The level of theory is ωB97M-V with the def2-TZVPD basis set.

Element x y z (Å)
C 1.2836 -0.9037 1.0804
C -1.4639 -0.2430 -2.0350
C -0.3941 0.7641 -0.0562
N 0.3110 -0.7483 0.4414
O -1.0108 0.3731 -1.1589
H 2.1203 -0.3493 1.4950
H -1.1295 1.2038 0.5912
H 0.5272 1.2055 -0.2132
H -0.2437 -1.3024 -0.1448

## Properties
Spin multiplicity: 3
HOMO energy (alpha / beta), eV: -11.235 / -16.700
Expectation value of S²: 2.008
Energy relative to the best compared isomer or geometry (same formula, charge and spin), kJ/mol: 450.7
Net charge: +1
E, a.u.: -246.0825

12.
This record from the OMol25 dataset describes the ion C3H4NO2S with charge -1 in a non-equilibrium geometry. The level of theory is ωB97M-V with the def2-TZVPD basis set.

Element x y z (Å)
C -0.4838 1.1569 0.7940
S -1.4525 -0.2921 0.6781
O -1.3165 -1.0479 1.9594
C -0.4582 -1.1150 -0.5602
C 0.7353 -0.5976 -0.9518
N 1.1766 0.6328 -0.7113
O 2.3642 1.0037 -0.4679
H -0.0208 1.3508 1.7445
H -0.9182 1.9960 0.2800
H -0.9492 -1.9089 -1.1038
H 1.3232 -1.1787 -1.6610

## Properties
HOMO energy (alpha / beta), eV: -2.736 / -2.736
SMILES: C=S(=O)=C/C=N/[O-]
Energy relative to the best compared isomer or geometry (same formula, charge and spin), kJ/mol: 512.3
Net charge: -1
E, a.u.: -719.9918

13.
This record from the OMol25 dataset describes a structure of composition C3H4NO2S in a non-equilibrium geometry. The level of theory is ωB97M-V with the def2-TZVPD basis set.

Element x y z (Å)
C 0.0070 -1.3376 -0.5001
C -1.2423 0.1319 0.8356
C 0.0396 0.0875 0.0658
N -1.1403 -1.8740 -0.6894
O -3.3952 -1.1891 0.3811
O -2.6186 0.1554 -2.6463
S -2.2573 -0.6214 -0.3111
H 0.9896 -1.7037 -0.5681
H -1.5392 1.2277 1.1323
H 0.9349 0.4268 0.6190
H 0.1736 0.7441 -0.7640

## Properties
HOMO energy (alpha / beta), eV: -3.595 / -3.430
Energy relative to the best compared isomer or geometry (same formula, charge and spin), kJ/mol: 711.4
Net charge: -1
E, a.u.: -719.9160

14.
This record from the OMol25 dataset describes the molecule C3H4NOP in a non-equilibrium geometry. The level of theory is ωB97M-V with the def2-TZVPD basis set.

Element x y z (Å)
C -2.3247 -0.8709 0.1888
P -2.0396 0.7143 0.0683
C -0.2413 0.8377 0.1579
C 0.6697 -0.2839 0.0886
N 1.9850 0.0949 0.0910
O 0.2897 -1.4800 0.0393
H -3.1815 -1.2879 -0.2654
H 0.1487 1.9146 -0.0206
H 2.1013 1.0783 -0.2815
H 2.5927 -0.7173 -0.0663

## Properties
HOMO energy (alpha / beta), eV: -8.478 / -8.772
SMILES: C#P=CC(N)=O
Energy relative to the best compared isomer or geometry (same formula, charge and spin), kJ/mol: 345.2
Net charge: 0
E, a.u.: -587.8949

15.
This record from the OMol25 dataset describes the ion C3H4NOS with charge -1 in a non-equilibrium geometry. The level of theory is ωB97M-V with the def2-TZVPD basis set.

Element x y z (Å)
C -0.1304 -0.0307 -0.6322
N -1.0759 0.6924 0.2088
C -0.8646 0.6497 1.4279
C -1.9122 1.2170 2.2650
O -2.3768 2.3353 2.1303
S -2.1361 0.1484 3.5154
H 0.4879 -0.6189 0.0605
H 0.3940 0.7920 -1.0308
H -0.5583 -0.6795 -1.3315
H -0.0563 0.0145 1.9798

## Properties
HOMO energy, eV: -3.294
SMILES: C/N=C/C([O-])=S
Energy relative to the best compared isomer or geometry (same formula, charge and spin), kJ/mol: 63.2
Net charge: -1
E, a.u.: -644.9092

16.
This record from the OMol25 dataset describes the ion C3H4NOS2 with charge +1 in a non-equilibrium geometry. The level of theory is ωB97M-V with the def2-TZVPD basis set.

Element x y z (Å)
C 0.3986 0.7728 0.8452
C -0.1062 0.3615 -0.5432
C -0.6983 -1.5624 1.2195
N 0.5900 0.7937 -1.5334
O 1.1938 1.5906 1.1949
S -0.2147 -0.3304 2.1940
S -0.5154 -1.5618 -0.4109
H -1.1326 0.5645 -0.6446
H -1.2397 -2.3583 1.6660
H 0.1390 0.9503 -2.4305
H 1.5853 0.7794 -1.5569

## Properties
HOMO energy, eV: -14.522
Energy relative to the best compared isomer or geometry (same formula, charge and spin), kJ/mol: 0.0
Net charge: +1
E, a.u.: -1042.7780

17.
This record from the OMol25 dataset describes the molecule C3H4NP in a non-equilibrium geometry. The level of theory is ωB97M-V with the def2-TZVPD basis set.

Element x y z (Å)
C 0.8761 -0.9700 -0.9449
C -1.2038 -0.8832 0.0159
C 0.8259 1.0384 0.1813
N 1.3921 0.0500 -0.5266
P -0.6493 0.4300 0.8726
H 0.8209 -1.6696 -1.6382
H -2.1972 -1.4338 0.2192
H 1.5576 1.8653 0.5101
H -1.4224 1.5728 1.3108

## Properties
HOMO energy (alpha / beta), eV: -7.727 / -7.728
Energy relative to the best compared isomer or geometry (same formula, charge and spin), kJ/mol: 485.7
Net charge: 0
E, a.u.: -512.5909

18.
This record from the OMol25 dataset describes a cluster of 2 separate species, C3H4NS in total in a non-equilibrium geometry. The level of theory is ωB97M-V with the def2-TZVPD basis set.

Element x y z (Å)
C 0.6796 -0.2389 0.4112
C -1.2462 -1.0243 -0.3744
C 0.1919 0.9116 -0.3522
N -0.1783 -1.2079 0.4548
S -1.4360 0.5073 -1.0169
H 1.3968 -0.3410 1.1762
H -2.4119 -2.5318 0.0248
H 0.2613 1.7559 0.3441
H 0.6950 1.2716 -1.2484

## Properties
HOMO energy, eV: -15.760
Energy relative to the best compared isomer or geometry (same formula, charge and spin), kJ/mol: 417.8
Net charge: +1
E, a.u.: -569.1884

19.
This record from the OMol25 dataset describes the ion C3H4NS with charge +1 in a non-equilibrium geometry. The level of theory is ωB97M-V with the def2-TZVPD basis set.

Element x y z (Å)
C -0.6958 -1.1987 -0.1875
C 0.5761 0.3717 1.5113
C 0.1238 0.7481 -1.1388
N -0.4994 -0.3300 -1.0563
S -0.2363 -0.9679 1.5420
H -1.3431 -2.0415 -0.2898
H 1.2769 0.9089 2.2540
H -0.4144 1.5574 -1.5794
H 1.2122 0.9520 -1.0558

## Properties
HOMO energy (alpha / beta), eV: -14.323 / -14.324
Energy relative to the best compared isomer or geometry (same formula, charge and spin), kJ/mol: 354.9
Net charge: +1
E, a.u.: -569.2124

20.
This record from the OMol25 dataset describes the ion C3H4NS with charge +1 in a non-equilibrium geometry. The level of theory is ωB97M-V with the def2-TZVPD basis set.

Element x y z (Å)
C -0.7970 -0.5634 -0.7443
C 0.2845 -0.5869 -1.7816
C 0.7023 0.4795 0.6271
N -0.6182 -0.0409 0.4649
S 1.5558 0.1309 -0.9965
H -1.7615 -0.9867 -1.0032
H 0.6988 1.5640 0.7809
H 1.2486 0.0153 1.4499
H -1.3133 -0.0119 1.2027

## Properties
HOMO energy, eV: -14.741
Energy relative to the best compared isomer or geometry (same formula, charge and spin), kJ/mol: 181.8
Net charge: +1
E, a.u.: -569.2783